C11H7LaN2O6 | wB97M-V/def2-TZVPD

Summary:
2S+1   1
HOMO energy (alpha / beta)   -16.076 / -16.075 eV
Charge   +2
Calculated total energy   -27621.774 eV

Each line ends with the Löwdin charge.
Geometry (Å):
O1 -3.089 -1.583 1.697  0.0607
C1 -2.393 -1.113 0.912  0.0250
La1 2.118 -1.268 -1.354  1.9130
O2 0.088 -0.093 1.799  0.1080
C2 0.908 -0.383 1.033  -0.0616
C3 0.699 0.860 -1.724  -0.1668
O3 1.923 0.849 -2.283  -0.1749
C4 -0.283 1.700 -1.373  -0.0054
O4 -1.004 2.417 -0.784  0.3230
C5 1.170 -3.252 0.502  -0.1039
O5 0.233 -3.671 0.913  0.1406
H1 0.700 -2.004 -1.373  -0.2523
N1 6.202 0.834 -1.381  0.2389
C6 4.897 0.719 -1.054  -0.3991
O6 4.443 -0.490 -1.138  -0.2268
C7 4.054 1.856 -0.600  -0.1311
C8 4.175 3.183 -1.085  0.0405
C9 3.077 4.021 -0.875  0.0075
C10 1.943 3.551 -0.165  -0.0805
N2 1.978 2.410 0.569  0.1003
C11 2.987 1.564 0.301  -0.1577
H2 6.753 0.091 -1.663  0.1096
H3 6.618 1.825 -1.313  0.1776
H4 5.093 3.503 -1.609  0.1404
H5 3.033 5.058 -1.243  0.1376
H6 0.990 4.096 -0.226  0.1290
H7 3.114 0.550 0.794  0.1087

---

C2H2F3NO | wB97M-V/def2-TZVPD

Summary:
2S+1   1
HOMO energy (alpha / beta)   -9.366 / -8.621 eV
Charge   0
Calculated total energy   -13791.889 eV

Each line ends with the Löwdin charge.
Geometry (Å):
C1 0.562 0.630 -0.427  -0.0463
C2 0.835 -0.577 0.336  -0.3679
N1 -2.079 0.512 0.281  0.0729
O1 -2.812 0.116 -0.486  0.0204
F1 0.841 1.807 0.217  0.0058
F2 1.634 -1.508 -0.298  0.0381
F3 -0.305 -1.334 0.582  -0.0016
H1 0.089 0.675 -1.462  0.1449
H2 1.236 -0.320 1.258  0.1337

---

C27H53Br2ClNO | wB97M-V/def2-TZVPD

Summary:
2S+1   2
HOMO energy (alpha / beta)   -8.370 / -9.058 eV
Charge   0
Calculated total energy   -185002.396 eV

Each line ends with the Mulliken spin population.
Geometry (Å):
C1 2.396 -1.533 4.143  0.0000
C2 2.451 -0.328 3.238  0.0001
Br1 4.220 0.363 3.058  0.0000
C3 1.415 0.249 2.593  -0.0004
Br2 -0.281 -0.581 2.958  -0.0001
C4 1.461 1.466 1.645  -0.0180
C5 2.345 1.078 0.415  0.0129
C6 3.450 2.047 0.026  0.0262
C7 4.215 1.632 -1.231  0.0008
Cl1 4.675 -0.093 -1.243  0.0007
C8 1.926 2.695 2.444  0.0171
C9 1.452 4.091 1.952  0.0007
C10 2.670 5.045 1.967  0.0068
C11 0.393 4.685 2.900  0.0395
N1 0.968 4.041 0.558  0.3152
O1 0.797 5.178 0.007  0.5535
C12 -0.063 3.030 0.216  -0.0006
C13 0.101 2.725 -1.283  0.0158
C14 -1.482 3.593 0.392  0.0301
C15 0.051 1.776 1.102  0.0330
H1 1.882 -2.341 3.628  0.0000
H2 1.894 -1.303 5.078  0.0000
H3 3.400 -1.887 4.353  0.0000
H4 2.808 0.117 0.624  -0.0001
H5 1.729 0.908 -0.465  0.0014
H6 3.022 3.026 -0.194  -0.0189
H7 4.177 2.188 0.823  0.0022
H8 3.653 1.856 -2.133  0.0001
H9 5.148 2.185 -1.265  0.0001
H10 3.002 2.709 2.560  -0.0006
H11 1.526 2.576 3.451  -0.0026
H12 3.262 4.930 1.065  0.0018
H13 3.255 4.866 2.865  -0.0006
H14 2.313 6.070 2.016  -0.0005
H15 -0.215 3.916 3.374  -0.0010
H16 0.879 5.293 3.655  -0.0027
H17 -0.287 5.333 2.350  -0.0010
H18 1.156 2.622 -1.532  -0.0003
H19 -0.279 3.545 -1.884  0.0024
H20 -0.409 1.802 -1.548  -0.0035
H21 -1.739 3.768 1.432  -0.0026
H22 -2.165 2.842 -0.007  -0.0004
H23 -1.613 4.490 -0.205  -0.0026
H24 -0.288 0.924 0.519  0.0006
H25 -0.648 1.899 1.924  -0.0036
C16 -1.580 0.042 -6.741  0.0000
C17 -0.603 -1.039 -6.287  0.0000
C18 -0.693 -1.353 -4.795  0.0000
C19 -0.365 -0.179 -3.871  -0.0002
C20 1.019 0.434 -4.077  -0.0003
C21 2.162 -0.540 -3.808  0.0000
H26 -1.390 0.994 -6.244  0.0000
H27 -1.498 0.212 -7.815  0.0000
H28 -2.610 -0.252 -6.527  0.0000
H29 0.416 -0.743 -6.548  0.0000
H30 -0.805 -1.957 -6.846  0.0000
H31 -0.030 -2.192 -4.568  0.0000
H32 -1.706 -1.701 -4.566  0.0000
H33 -0.450 -0.521 -2.834  0.0000
H34 -1.121 0.603 -3.991  -0.0002
H35 1.117 1.289 -3.404  0.0000
H36 1.108 0.836 -5.090  0.0000
H37 2.117 -0.925 -2.787  0.0000
H38 3.127 -0.050 -3.936  0.0000
H39 2.135 -1.391 -4.491  0.0000
C22 -2.705 -6.964 2.843  0.0000
C23 -3.647 -5.845 3.279  0.0000
C24 -4.503 -5.292 2.141  0.0000
C25 -3.715 -4.654 0.996  0.0000
C26 -2.792 -3.509 1.411  0.0000
C27 -3.532 -2.322 2.022  0.0000
H40 -1.988 -6.620 2.096  0.0000
H41 -2.135 -7.344 3.691  0.0000
H42 -3.265 -7.797 2.415  0.0000
H43 -3.069 -5.040 3.741  0.0000
H44 -4.312 -6.226 4.058  0.0000
H45 -5.208 -4.562 2.550  0.0000
H46 -5.115 -6.101 1.731  0.0000
H47 -4.426 -4.283 0.250  0.0000
H48 -3.122 -5.420 0.488  0.0000
H49 -2.246 -3.167 0.528  0.0000
H50 -2.036 -3.870 2.114  0.0000
H51 -4.263 -1.915 1.321  0.0000
H52 -2.829 -1.527 2.274  0.0000
H53 -4.058 -2.600 2.936  0.0000

---

C13H33Br6N7O14 | wB97M-V/def2-TZVPD

Summary:
2S+1   1
HOMO energy   -10.059 eV
Structure (SMILES)   C[N+](=O)[O-].C[N+](=O)[O-].C[N+](=O)[O-].C[N+](=O)[O-].C[N+](=O)[O-].C[N+](=O)[O-].C[N+](=O)[O-].BrCCBr.BrCCBr.BrCCBr
Charge   0
Calculated total energy   -473347.444 eV

Each line ends with the Löwdin charge.
Geometry (Å):
Br1 0.237 1.641 -2.825  0.7344
C1 1.960 2.420 -3.142  -0.7003
C2 2.015 3.448 -4.237  -0.7072
Br2 1.815 2.667 -5.990  0.6333
H1 2.714 1.647 -3.301  0.0583
H2 2.284 2.879 -2.203  0.0288
H3 2.964 3.976 -4.183  0.0663
H4 1.261 4.218 -4.066  0.0608
Br3 1.724 -1.749 -3.329  0.6505
C3 2.403 -2.439 -1.646  -0.7064
C4 3.231 -1.374 -0.957  -0.6738
Br4 3.368 -1.916 0.915  0.6641
H5 3.008 -3.294 -1.912  0.0535
H6 1.556 -2.710 -1.029  0.0145
H7 2.746 -0.406 -0.902  0.0043
H8 4.182 -1.256 -1.470  0.0704
Br5 -0.828 -6.276 1.627  0.6941
C5 -1.084 -4.879 2.952  -0.6876
C6 0.279 -4.231 3.243  -0.7021
Br6 0.177 -3.273 4.947  0.6119
H9 -1.456 -5.349 3.856  0.0389
H10 -1.804 -4.143 2.615  0.0458
H11 0.562 -3.540 2.460  0.0131
H12 1.011 -5.020 3.357  0.0385
C7 -0.284 3.692 -0.214  -0.0041
N1 -0.342 4.732 0.831  -0.4153
O1 -1.182 5.580 0.696  0.0944
O2 0.432 4.647 1.780  0.0349
H13 0.716 3.363 -0.448  0.0413
H14 -0.879 4.000 -1.059  0.0841
H15 -0.803 2.829 0.216  0.0611
C8 -3.794 0.058 1.421  0.0623
N2 -3.748 1.557 1.431  -0.3994
O3 -4.739 2.177 1.818  0.0746
O4 -2.717 2.075 0.998  0.0219
H16 -2.946 -0.258 2.030  0.0942
H17 -3.712 -0.316 0.411  0.0791
H18 -4.695 -0.239 1.940  0.0965
C9 4.047 2.691 1.790  0.0676
N3 3.225 2.743 0.566  -0.5126
O5 2.634 1.796 0.264  0.0633
O6 3.216 3.707 -0.052  0.1062
H19 3.592 3.366 2.509  0.0892
H20 5.036 3.060 1.544  0.1039
H21 4.031 1.670 2.135  0.0951
C10 -0.406 2.988 4.221  0.0472
N4 0.812 2.455 3.577  -0.4096
O7 0.631 1.786 2.567  0.0418
O8 1.902 2.717 4.074  0.0637
H22 -0.094 3.534 5.109  0.1006
H23 -1.030 2.172 4.564  0.1024
H24 -0.881 3.654 3.513  0.0847
C11 -3.438 1.135 -3.336  0.0447
N5 -2.617 -0.024 -2.906  -0.4841
O9 -2.531 -0.310 -1.737  0.0326
O10 -2.093 -0.638 -3.784  0.0623
H25 -3.362 1.920 -2.593  0.0930
H26 -4.434 0.736 -3.479  0.1060
H27 -3.008 1.493 -4.261  0.0944
C12 -0.754 -5.586 -2.070  0.0194
N6 -2.003 -6.341 -2.106  -0.4814
O11 -2.825 -6.139 -1.279  0.0649
O12 -2.178 -7.014 -3.091  0.0633
H28 -0.256 -5.706 -1.111  0.0368
H29 -0.957 -4.540 -2.245  0.0980
H30 -0.099 -6.027 -2.813  0.0971
C13 -0.028 -0.320 0.469  0.0055
N7 -0.619 -1.641 0.639  -0.4125
O13 -0.724 -2.037 1.782  0.0163
O14 -0.929 -2.261 -0.343  0.0740
H31 0.752 -0.224 1.214  0.0654
H32 -0.707 0.521 0.548  0.0754
H33 0.460 -0.274 -0.505  0.0552

---

C3H4P2 | wB97M-V/def2-TZVPD

Summary:
2S+1   1
HOMO energy   -8.674 eV
Charge   0
Calculated total energy   -21750.200 eV

Each line ends with the Löwdin charge.
Geometry (Å):
C1 1.545 0.022 0.133  -0.0273
C2 0.254 -0.117 0.490  -0.3479
C3 -0.855 0.020 -0.444  -1.0055
P1 -2.402 -1.046 -0.065  0.5301
P2 -2.346 0.948 -0.085  0.5151
H1 2.397 0.032 0.868  0.0701
H2 1.825 0.480 -0.725  0.0028
H3 0.108 -0.410 1.581  0.1071
H4 -0.526 0.072 -1.752  0.1554

---

C26H46O2P2Pt | wB97M-V/def2-TZVPD

Summary:
2S+1   5
HOMO energy (alpha / beta)   -12.598 / -13.172 eV
Charge   +2
Calculated total energy   -53606.637 eV

Each line ends with the Mulliken spin population.
Geometry (Å):
Pt1 0.365 1.140 0.413  0.7677
C1 0.676 0.505 4.312  0.0733
C2 1.558 0.777 3.273  0.1848
C3 -0.365 2.105 3.027  0.0992
C4 -0.504 1.342 4.163  0.1301
C5 0.944 1.811 2.333  0.4444
C6 0.845 -0.484 5.345  0.5656
H1 1.865 -0.839 5.483  0.0077
H2 0.139 -1.701 4.954  0.0408
H3 0.329 -0.261 6.275  0.0002
C7 -1.660 1.302 5.070  0.0060
H4 -2.273 0.417 4.859  0.0286
H5 -2.287 2.189 4.951  -0.0003
H6 -1.344 1.236 6.117  0.0103
C8 -1.295 3.168 2.614  -0.0101
H7 -1.351 3.953 3.383  0.0003
H8 -2.306 2.761 2.489  0.0039
H9 -0.988 3.606 1.664  0.0033
C9 1.860 3.002 2.147  -0.0054
H10 2.112 3.465 3.115  0.0116
H11 1.391 3.763 1.510  0.0202
H12 2.799 2.691 1.673  -0.0075
C10 2.932 0.273 3.213  0.0002
H13 3.542 0.659 4.054  0.0191
H14 3.420 0.551 2.274  -0.0046
H15 2.925 -0.822 3.320  0.0228
C11 -0.565 -0.890 0.455  0.0391
C12 0.556 -1.222 1.238  0.1796
C13 1.799 -1.874 0.757  0.0393
C14 2.804 -1.064 -0.118  0.0380
C15 2.385 0.294 -0.550  0.0920
C16 1.244 0.487 -1.372  0.1071
C17 0.450 -0.726 -1.867  0.1258
C18 -0.672 -1.309 -1.003  -0.0331
H16 1.563 -2.804 0.205  0.0059
H17 3.003 -1.726 -0.979  0.0004
H18 2.339 -2.196 1.662  0.0072
H19 -0.678 -2.408 -1.119  0.0171
H20 -1.503 -0.770 1.013  -0.0142
H21 0.406 -1.234 2.324  0.0073
H22 -1.654 -0.975 -1.383  0.0111
H23 -0.062 -0.281 -2.754  0.0058
H24 1.285 1.332 -2.065  -0.0222
H25 1.110 -1.531 -2.226  0.0031
H26 3.755 -0.987 0.433  0.0041
H27 3.121 1.100 -0.480  -0.0152
P1 -0.996 -1.487 -4.253  0.5711
P2 -0.516 1.720 -3.876  0.0538
C19 -0.829 -0.453 -5.770  0.0570
C20 -1.145 1.031 -5.522  -0.0124
H28 -1.532 -0.872 -6.504  0.0205
H29 0.195 -0.600 -6.152  0.0000
H30 -0.684 1.639 -6.313  0.0017
H31 -2.235 1.199 -5.537  -0.0003
C21 -1.201 3.411 -3.956  0.0019
H32 -0.661 4.015 -3.219  0.0002
H33 -2.258 3.359 -3.676  -0.0001
H34 -1.094 3.840 -4.958  0.0022
C22 1.218 2.034 -4.452  0.0036
H35 1.227 2.329 -5.511  0.0020
H36 1.827 1.128 -4.322  -0.0001
H37 1.648 2.836 -3.837  -0.0012
C23 -2.750 -1.973 -4.336  0.0552
H38 -2.938 -2.722 -3.554  -0.0018
H39 -2.961 -2.404 -5.327  0.0285
H40 -3.388 -1.095 -4.163  -0.0056
C24 -0.145 -3.028 -4.758  0.0542
H41 0.649 -2.805 -5.488  0.0008
H42 -0.873 -3.729 -5.196  0.0164
H43 0.305 -3.479 -3.860  0.0030
C25 -2.566 -3.573 4.429  0.0125
C26 -1.592 -2.455 4.179  -0.0030
O1 -0.430 -2.643 4.809  0.1258
O2 -1.872 -1.490 3.472  0.0023
H44 -3.569 -3.255 4.134  0.0017
H45 -2.559 -3.858 5.483  -0.0005
H46 -2.286 -4.447 3.832  0.0001

---

Q: Look up the charge of the first one.
A: +2

---

Q: charge of number 1 (C11H7LaN2O6)?
A: +2

---

Q: Number 1 is which compound?
A: C11H7LaN2O6